Record 1
Computed, not measured: the molecule C16H24ClNO, with wB97M-V/def2-TZVPD.

Cartesian coordinates (Å):
1 C -4.42 -0.34 1.81
2 C -4.73 -0.32 0.32
3 C -3.57 0.21 -0.54
4 C -2.68 -0.88 -1.14
5 C -1.95 -1.72 -0.10
6 C -0.84 -2.59 -0.68
7 C 0.34 -1.83 -1.29
8 N 1.09 -1.05 -0.31
9 C 2.21 -1.61 0.22
10 O 2.53 -2.76 0.00
11 C 3.10 -0.71 1.07
12 Cl 3.57 0.76 0.18
13 C 0.61 0.24 0.02
14 C 0.24 0.53 1.33
15 C -0.27 1.78 1.64
16 C -0.42 2.74 0.65
17 C -0.06 2.46 -0.66
18 C -0.23 3.47 -1.75
19 C 0.46 1.20 -0.96
20 H -4.19 0.67 2.16
21 H -3.58 -0.98 2.04
22 H -5.28 -0.69 2.37
23 H -5.61 0.31 0.16
24 H -5.00 -1.33 -0.01
25 H -3.98 0.79 -1.37
26 H -2.96 0.88 0.06
27 H -1.95 -0.37 -1.78
28 H -3.28 -1.53 -1.78
29 H -1.53 -1.06 0.66
30 H -2.67 -2.38 0.40
31 H -1.25 -3.23 -1.46
32 H -0.45 -3.25 0.10
33 H 0.00 -1.16 -2.07
34 H 1.04 -2.55 -1.72
35 H 4.01 -1.26 1.30
36 H 2.61 -0.39 1.99
37 H 0.34 -0.22 2.10
38 H -0.56 2.01 2.65
39 H -0.83 3.71 0.90
40 H -1.04 3.18 -2.42
41 H -0.47 4.45 -1.34
42 H 0.68 3.55 -2.34
43 H 0.76 0.98 -1.98

total charge = 0
ΔE to the lowest compared entry with this formula, charge and spin = 4.1 kcal/mol
largest force on an atom = 0.56 eV/Å
SMILES = CCCCCCCN(C(=O)CCl)c1cccc(C)c1
orbital gap = 9.63 eV

Atom charges from the Löwdin analysis, given in e for atoms 1 to 5: C -0.11; C -0.26; C -0.21; C -0.21; C -0.21

=====

Record 2
Computed, not measured: C16H24F12Na4O12P2 as an isolated structure at a distorted geometry, with wB97M-V/def2-TZVPD.

Cartesian coordinates (Å):
1 Na 4.72 0.01 -0.73
2 Na 1.35 -4.18 0.35
3 Na 4.15 -3.41 -3.60
4 Na -0.83 -1.74 -3.90
5 P 1.08 -1.25 -0.97
6 F 1.45 -1.67 0.55
7 F -0.07 -0.36 -0.37
8 F 2.13 -0.05 -0.76
9 F 0.64 -0.69 -2.44
10 F 2.31 -2.10 -1.63
11 F 0.08 -2.58 -1.14
12 P 0.91 -5.04 -3.66
13 F 0.84 -5.02 -2.01
14 F 0.81 -6.67 -3.41
15 F -0.69 -4.89 -3.74
16 F 0.81 -5.19 -5.31
17 F 1.17 -3.48 -3.95
18 F 2.50 -5.16 -3.72
19 C -1.50 0.44 2.50
20 C -2.27 -0.79 2.08
21 C -1.40 -1.98 1.86
22 O -1.72 -2.82 3.06
23 C -2.75 -2.26 3.77
24 O -3.25 -2.74 4.81
25 O -2.98 -1.08 3.24
26 H -0.81 0.21 3.32
27 H -2.20 1.18 2.89
28 H -0.88 0.75 1.66
29 H -2.93 -0.51 1.26
30 H -0.34 -1.71 1.80
31 H -1.70 -2.44 0.93
32 C 0.83 2.69 -2.67
33 C 0.26 3.59 -1.52
34 C 0.53 2.98 -0.16
35 O 0.67 4.14 0.66
36 C 0.98 5.18 -0.14
37 O 1.24 6.29 0.34
38 O 1.01 4.78 -1.44
39 H 1.83 2.30 -2.48
40 H 0.78 3.23 -3.61
41 H 0.22 1.79 -2.76
42 H -0.78 3.90 -1.57
43 H 1.24 2.15 -0.16
44 H -0.46 2.58 0.07
45 C -5.33 0.31 -0.54
46 C -4.77 1.08 -1.67
47 C -3.83 2.16 -1.23
48 O -2.63 2.03 -2.01
49 C -2.76 0.89 -2.73
50 O -1.87 0.33 -3.34
51 O -3.93 0.29 -2.44
52 H -6.16 -0.33 -0.83
53 H -5.75 0.90 0.27
54 H -4.59 -0.37 -0.11
55 H -5.58 1.38 -2.34
56 H -3.65 2.02 -0.17
57 H -4.30 3.11 -1.49
58 C 2.05 0.60 2.90
59 C 3.56 1.11 3.08
60 C 4.33 0.75 4.34
61 O 5.48 0.20 3.75
62 C 5.39 0.01 2.41
63 O 6.21 -0.56 1.72
64 O 4.18 0.41 1.98
65 H 1.62 0.98 1.98
66 H 1.38 1.11 3.60
67 H 1.90 -0.48 2.87
68 H 3.73 2.15 2.84
69 H 3.82 -0.06 4.87
70 H 4.50 1.59 5.00

total charge = +3
⟨S²⟩ = 0.754
largest force on an atom = 7.22 eV/Å
orbital gap (spin up / spin down) = 7.04 / 2.01 eV
spin multiplicity = 2

Atom charges from the Löwdin analysis, given in e for atoms 1 to 5: Na 0.79; Na 0.76; Na 0.85; Na 0.69; P 0.22